Record 1
A molecular structure, C72H76BCsN8OP3S2. Source: the Open Molecules 2025 dataset; level of theory: ωB97M-V/def2-TZVPD.

E_tot (eV): -140633.2760
⟨S²⟩: 0.7668
M (g mol⁻¹): 1370.228
Total charge: -2
LUMO energy (alpha / beta) (eV): 3.27 / 3.04
Highest occupied orbital energy (alpha / beta) (eV): -1.64 / -1.64
Energy relative to the best compared isomer or geometry (same formula, charge and spin) (eV): 0.4299
2S+1: 2
Max |F| (eV/Å): 2.0
Gap between HOMO and LUMO (alpha / beta) (eV): 4.91 / 4.68

Element x y z (Å)
Cs1 0.182 0.105 0.449
C1 -3.024 4.465 0.405
C2 -2.824 3.069 0.439
N1 -1.807 2.704 -0.324
N2 -1.338 3.837 -0.879
C3 -2.044 4.911 -0.452
B1 -0.091 3.887 -1.810
N3 1.192 3.845 -0.963
C4 2.446 4.241 -1.270
C5 3.280 3.854 -0.249
C6 2.423 3.198 0.653
N4 1.174 3.183 0.215
N5 -0.096 2.773 -2.896
C7 0.517 2.851 -4.100
C8 0.358 1.649 -4.744
C9 -0.368 0.872 -3.822
N6 -0.638 1.545 -2.716
N7 -0.193 5.241 -2.577
C10 -1.098 5.478 -3.551
C11 -0.991 6.797 -3.923
C12 0.034 7.295 -3.093
N8 0.507 6.360 -2.284
H1 -3.764 5.054 0.920
H2 -3.376 2.313 0.981
H3 -1.797 5.907 -0.781
H4 2.653 4.769 -2.185
H5 4.347 3.984 -0.183
H6 2.665 2.726 1.596
H7 1.039 3.745 -4.402
H8 0.756 1.359 -5.701
H9 -0.668 -0.162 -3.906
H10 -1.746 4.690 -3.899
H11 -1.558 7.318 -4.677
H12 0.449 8.292 -3.053
C13 -4.220 -1.216 0.544
C14 -3.700 -2.141 1.389
C15 -2.933 -3.125 0.522
C16 -3.084 -2.688 -0.796
C17 -3.857 -1.537 -0.834
C18 -4.319 -0.785 -2.053
C19 -5.839 -0.972 -2.180
C20 -3.638 -1.315 -3.313
C21 -4.000 0.707 -1.904
C22 -2.224 -4.453 0.795
C23 -1.157 -4.695 -0.287
C24 -3.286 -5.565 0.690
C25 -1.483 -4.588 2.129
C26 -3.891 -2.078 2.897
C27 -4.539 -3.361 3.437
C28 -2.559 -1.766 3.602
C29 -4.847 -0.935 3.252
H13 -4.802 -0.354 0.828
H14 -2.656 -3.167 -1.659
H15 -6.096 -2.029 -2.294
H16 -6.206 -0.427 -3.055
H17 -6.357 -0.590 -1.297
H18 -3.875 -2.369 -3.485
H19 -2.555 -1.211 -3.243
H20 -3.973 -0.744 -4.182
H21 -4.514 1.140 -1.043
H22 -4.333 1.247 -2.796
H23 -2.930 0.891 -1.786
H24 -1.594 -4.881 -1.271
H25 -0.562 -5.569 -0.017
H26 -0.472 -3.848 -0.359
H27 -3.776 -5.539 -0.286
H28 -4.056 -5.465 1.458
H29 -2.803 -6.539 0.813
H30 -0.670 -3.864 2.209
H31 -1.021 -5.579 2.160
H32 -2.128 -4.507 2.999
H33 -3.950 -4.252 3.246
H34 -5.521 -3.507 2.977
H35 -4.678 -3.276 4.519
H36 -1.795 -2.521 3.447
H37 -2.731 -1.660 4.680
H38 -2.158 -0.825 3.220
H39 -5.820 -1.056 2.766
H40 -4.433 0.033 2.968
H41 -5.002 -0.922 4.334
S1 1.472 -2.419 2.576
P1 2.896 -2.358 1.137
C30 2.604 -1.254 -0.078
P2 3.713 -0.791 -1.249
S2 3.033 0.496 -2.623
C31 5.249 0.028 -0.603
C32 6.422 0.121 -1.353
C33 7.510 0.852 -0.896
C34 7.436 1.524 0.320
C35 6.266 1.460 1.063
C36 5.183 0.718 0.603
C37 4.420 -2.234 -2.191
C38 5.569 -2.925 -1.823
C39 5.963 -4.086 -2.484
C40 5.211 -4.573 -3.540
C41 4.068 -3.882 -3.936
C42 3.684 -2.727 -3.273
C43 3.044 -4.123 0.570
C44 2.519 -4.469 -0.669
C45 2.548 -5.787 -1.113
C46 3.103 -6.781 -0.317
C47 3.622 -6.448 0.931
C48 3.585 -5.131 1.367
C49 4.500 -2.166 2.057
C50 4.542 -1.324 3.169
C51 5.742 -1.025 3.797
C52 6.934 -1.572 3.332
C53 6.904 -2.429 2.243
C54 5.696 -2.725 1.619
H42 6.471 -0.364 -2.321
H43 8.412 0.909 -1.494
H44 8.283 2.099 0.679
H45 6.194 1.989 2.008
H46 4.259 0.665 1.167
H47 6.175 -2.550 -1.008
H48 6.859 -4.609 -2.167
H49 5.509 -5.482 -4.051
H50 3.475 -4.248 -4.767
H51 2.804 -2.174 -3.585
H52 2.101 -3.676 -1.279
H53 2.145 -6.035 -2.089
H54 3.134 -7.807 -0.665
H55 4.052 -7.216 1.564
H56 3.971 -4.880 2.349
H57 3.608 -0.908 3.526
H58 5.756 -0.348 4.645
H59 7.875 -1.327 3.810
H60 7.824 -2.865 1.870
H61 5.685 -3.403 0.776
O1 -0.320 1.147 2.733
P3 -0.141 1.613 4.142
C55 -1.740 1.788 4.979
C56 -1.895 1.790 6.364
C57 -3.142 2.028 6.924
C58 -4.237 2.274 6.103
C59 -4.085 2.280 4.724
C60 -2.839 2.033 4.161
C61 0.856 0.516 5.154
C62 0.282 -0.653 5.654
C63 1.064 -1.592 6.305
C64 2.423 -1.365 6.471
C65 3.001 -0.204 5.981
C66 2.223 0.730 5.313
C67 0.549 3.269 4.255
C68 0.442 4.046 3.105
C69 0.892 5.361 3.116
C70 1.429 5.899 4.275
C71 1.526 5.126 5.431
C72 1.089 3.812 5.423
H62 -1.044 1.593 7.005
H63 -3.261 2.019 8.000
H64 -5.210 2.460 6.543
H65 -4.937 2.468 4.083
H66 -2.703 2.032 3.086
H67 -0.772 -0.847 5.496
H68 0.619 -2.514 6.655
H69 3.040 -2.109 6.960
H70 4.066 -0.045 6.083
H71 2.686 1.614 4.892
H72 0.055 3.611 2.189
H73 0.839 5.945 2.206
H74 1.789 6.921 4.280
H75 1.953 5.548 6.333
H76 1.174 3.210 6.320

Record 2
A single C3H5P3 molecule. Source: the Open Molecules 2025 dataset; level of theory: ωB97M-V/def2-TZVPD.

E_tot (eV): -31056.1721
M (g mol⁻¹): 133.995
LUMO energy (eV): -0.71
Highest occupied orbital energy (eV): -8.46
Energy relative to the best compared isomer or geometry (same formula, charge and spin) (eV): 0.5790
Max |F| (eV/Å): 4.0
Gap between HOMO and LUMO (eV): 7.75

Element x y z (Å)
C1 0.884 -0.603 1.179
C2 -1.547 -0.222 0.289
C3 0.616 0.577 -1.461
P1 0.142 -0.694 2.661
P2 -1.841 -0.246 1.929
P3 -0.034 -0.718 -0.398
H1 2.093 -0.419 1.052
H2 -2.518 -0.380 -0.290
H3 1.421 1.137 -0.903
H4 -0.109 1.349 -1.584
H5 0.894 0.219 -2.473

Record 3
3 unconnected molecules or ions with the total composition C20H46NO11P2. Source: the Open Molecules 2025 dataset; level of theory: ωB97M-V/def2-TZVPD.

E_tot (eV): -64069.0281
M (g mol⁻¹): 538.532
Total charge: +1
LUMO energy (eV): -3.37
Highest occupied orbital energy (eV): -11.09
Max |F| (eV/Å): 8.4
Gap between HOMO and LUMO (eV): 7.73

Element x y z (Å)
C1 -2.089 0.268 -7.606
C2 -1.293 1.184 -8.626
C3 -0.124 1.853 -7.822
C4 1.241 1.953 -8.570
N1 1.539 0.799 -9.481
C5 1.511 -0.558 -8.851
C6 2.666 -0.856 -7.860
O1 2.891 -1.972 -7.650
O2 3.397 0.130 -7.203
C7 3.126 0.063 -5.781
C8 2.035 0.917 -5.120
O3 3.719 -0.677 -5.133
H1 -3.109 0.041 -7.947
H2 -1.499 -0.656 -7.425
H3 -2.082 0.821 -6.646
H4 -1.997 1.952 -8.987
H5 -0.965 0.505 -9.436
H6 0.008 1.397 -6.824
H7 -0.438 2.896 -7.616
H8 1.182 2.852 -9.218
H9 2.033 2.160 -7.837
H10 0.896 0.884 -10.278
H11 2.475 0.973 -9.872
H12 1.623 -1.291 -9.673
H13 0.563 -0.804 -8.347
H14 1.956 1.871 -5.681
H15 1.067 0.380 -5.192
H16 2.238 1.090 -4.052
O4 0.061 0.891 -1.642
P1 -0.605 1.320 -0.362
O5 -0.500 2.954 -0.482
C9 -1.348 3.624 -1.411
C10 -2.752 3.796 -0.858
O6 0.659 1.080 0.668
C11 1.656 0.097 0.392
C12 2.907 0.758 -0.150
O7 -1.602 1.453 0.976
C13 -2.366 0.282 1.347
C14 -1.503 -0.760 2.031
H17 -1.368 3.083 -2.363
H18 -0.904 4.603 -1.595
H19 -3.252 2.830 -0.752
H20 -3.354 4.420 -1.521
H21 -2.723 4.254 0.130
H22 1.281 -0.667 -0.290
H23 1.888 -0.403 1.336
H24 2.692 1.338 -1.049
H25 3.667 0.011 -0.392
H26 3.319 1.451 0.584
H27 -2.851 -0.134 0.460
H28 -3.150 0.619 2.025
H29 -0.807 -1.218 1.324
H30 -2.121 -1.554 2.454
H31 -0.910 -0.311 2.828
O8 -2.003 -1.989 7.166
P2 -0.685 -1.754 7.850
O9 0.267 -1.357 6.572
C15 0.091 -0.079 5.966
C16 0.780 1.012 6.766
O10 -0.215 -3.323 8.039
C17 -1.180 -4.367 8.157
C18 -1.309 -5.113 6.846
O11 0.530 -1.320 8.922
C19 0.142 -1.089 10.293
C20 -0.116 -2.387 11.035
H32 -0.975 0.138 5.845
H33 0.533 -0.136 4.969
H34 0.295 1.153 7.735
H35 0.749 1.962 6.228
H36 1.820 0.749 6.961
H37 -2.144 -3.979 8.490
H38 -0.825 -5.050 8.932
H39 -1.581 -4.441 6.030
H40 -2.067 -5.896 6.917
H41 -0.356 -5.572 6.575
H42 -0.740 -0.443 10.321
H43 0.962 -0.549 10.766
H44 -1.026 -2.872 10.673
H45 -0.239 -2.201 12.103
H46 0.707 -3.087 10.888

Record 4
A molecular structure, C5H11N3O. Source: the Open Molecules 2025 dataset; level of theory: ωB97M-V/def2-TZVPD.

E_tot (eV): -11877.6542
M (g mol⁻¹): 129.163
LUMO energy (eV): 0.79
Highest occupied orbital energy (eV): -8.28
Energy relative to the best compared isomer or geometry (same formula, charge and spin) (eV): 4.1167
Max |F| (eV/Å): 4.1
Gap between HOMO and LUMO (eV): 9.07

Element x y z (Å)
C1 -1.159 -0.840 -0.987
C2 0.831 0.434 0.733
C3 2.123 -0.121 0.129
C4 -1.186 0.644 0.797
N1 -0.622 -2.122 -0.659
N2 -1.459 1.709 1.545
C5 -0.093 0.152 -1.525
N3 -1.845 -0.140 0.129
O1 -0.388 1.321 -1.772
H1 -1.911 -0.960 -1.775
H2 0.049 -2.072 0.095
H3 -1.344 -2.790 -0.401
H4 -2.121 2.354 1.140
H5 -0.691 2.128 2.049
H6 0.699 -0.377 -2.088
H7 1.019 1.490 0.951
H8 0.727 -0.065 1.709
H9 1.978 -1.116 -0.292
H10 2.479 0.543 -0.662
H11 2.913 -0.172 0.883

Record 5
A molecular structure, C24H45F3IrN3O3SSi. Source: the Open Molecules 2025 dataset; level of theory: ωB97M-V/def2-TZVPD.

E_tot (eV): -65911.9220
⟨S²⟩: 0.7810
M (g mol⁻¹): 733.006
Total charge: +3
LUMO energy (alpha / beta) (eV): -12.15 / -12.98
Highest occupied orbital energy (alpha / beta) (eV): -18.39 / -18.37
2S+1: 2
Max |F| (eV/Å): 2.5
Gap between HOMO and LUMO (alpha / beta) (eV): 6.24 / 5.40

Element x y z (Å)
Ir1 0.778 -0.309 -0.910
C1 -2.322 2.632 -2.634
C2 -1.843 1.217 -2.359
C3 -0.854 0.751 -3.435
C4 -3.015 0.258 -2.215
O1 -1.086 1.205 -1.072
Si1 -1.330 1.920 0.381
S1 0.641 1.065 1.070
O2 -1.416 3.481 0.490
C5 -0.776 4.784 0.408
C6 0.396 4.742 -0.554
C7 -1.854 5.767 -0.052
C8 -0.329 5.173 1.814
O3 -2.405 1.111 1.216
C9 -3.076 1.140 2.508
C10 -2.517 -0.018 3.330
C11 -4.558 0.879 2.218
C12 -2.887 2.472 3.208
H1 -2.863 2.661 -3.579
H2 -1.482 3.322 -2.702
H3 -3.000 2.964 -1.847
H4 -1.378 0.290 -4.270
H5 -0.161 -0.013 -3.025
H6 -0.256 1.579 -3.814
H7 -3.563 0.192 -3.153
H8 -3.703 0.616 -1.449
H9 -2.674 -0.740 -1.936
H10 0.068 4.536 -1.574
H11 1.108 3.965 -0.252
H12 0.909 5.701 -0.552
H13 -2.254 5.471 -1.023
H14 -1.424 6.763 -0.132
H15 -2.676 5.803 0.661
H16 0.331 4.403 2.222
H17 -1.183 5.290 2.479
H18 0.209 6.118 1.776
H19 -2.687 -0.964 2.815
H20 -3.007 -0.058 4.300
H21 -1.442 0.124 3.485
H22 -4.683 -0.048 1.660
H23 -4.977 1.701 1.638
H24 -5.098 0.795 3.159
H25 -1.840 2.615 3.491
H26 -3.493 2.510 4.110
H27 -3.182 3.292 2.554
F1 -3.538 -5.751 0.392
C13 -2.317 -5.625 0.903
F2 -2.383 -5.741 2.225
F3 -1.547 -6.602 0.422
C14 -1.726 -4.281 0.498
C15 -1.325 -3.351 1.446
C16 -0.733 -2.184 1.004
N1 -0.569 -1.923 -0.299
C17 -1.004 -2.797 -1.216
C18 -1.580 -3.998 -0.856
H28 -1.458 -3.541 2.503
H29 -0.370 -1.446 1.705
H30 -0.893 -2.535 -2.261
H31 -1.900 -4.705 -1.610
C19 5.883 -1.332 -2.363
C20 5.515 -0.947 -0.926
N2 4.697 -1.975 -0.269
C21 5.408 -3.016 0.486
C22 5.691 -4.288 -0.323
C23 3.386 -1.980 -0.370
C24 2.587 -3.024 0.348
N3 2.714 -1.059 -1.073
H32 6.601 -0.610 -2.746
H33 5.010 -1.343 -3.018
H34 6.355 -2.310 -2.407
H35 4.999 0.016 -0.913
H36 6.427 -0.828 -0.345
H37 4.826 -3.279 1.369
H38 6.347 -2.596 0.838
H39 4.826 -4.617 -0.897
H40 5.984 -5.088 0.354
H41 6.519 -4.123 -1.009
H42 2.507 -2.777 1.409
H43 3.028 -4.012 0.256
H44 1.592 -3.048 -0.083
H45 3.299 -0.443 -1.634

Record 6
A molecular structure, C15H30BF4NOP2Ru. Source: the Open Molecules 2025 dataset; level of theory: ωB97M-V/def2-TZVPD.

E_tot (eV): -52283.7717
⟨S²⟩: 6.0750
M (g mol⁻¹): 490.233
LUMO energy (alpha / beta) (eV): -0.16 / -2.82
Highest occupied orbital energy (alpha / beta) (eV): -7.12 / -9.10
Energy relative to the best compared isomer or geometry (same formula, charge and spin) (eV): 1.4550
2S+1: 5
Max |F| (eV/Å): 8.7
Gap between HOMO and LUMO (alpha / beta) (eV): 6.95 / 6.28

Element x y z (Å)
Ru1 0.145 0.729 -0.370
P1 2.064 -0.285 -0.994
P2 -1.679 0.524 0.879
N1 -0.615 0.561 -1.817
H1 0.267 -0.714 2.908
C1 2.504 -2.041 -0.887
H2 3.550 -2.178 -1.185
H3 1.864 -2.600 -1.574
H4 2.361 -2.405 0.129
C2 3.593 0.545 -0.399
H5 4.372 0.423 -1.158
H6 3.915 0.105 0.547
H7 3.374 1.608 -0.252
C3 2.273 0.035 -2.804
H8 3.344 -0.040 -3.051
H9 1.908 1.042 -3.052
H10 1.706 -0.710 -3.383
C4 -2.569 -0.959 1.440
H11 -3.554 -0.678 1.831
H12 -1.959 -1.407 2.228
H13 -2.668 -1.640 0.591
C5 -1.723 1.609 2.355
H14 -2.732 2.052 2.391
H15 -0.951 2.382 2.222
H16 -1.514 0.998 3.249
C6 -3.064 1.319 -0.070
H17 -3.870 1.576 0.642
H18 -3.448 0.616 -0.828
H19 -2.698 2.231 -0.571
C7 -1.177 0.530 -2.951
C8 -2.171 -0.687 -4.908
C9 -1.591 -0.664 -3.634
C10 -1.438 1.712 -3.686
C11 -2.005 1.788 -4.950
C12 -2.394 0.553 -5.606
H20 -2.493 -1.622 -5.467
H21 -1.443 -1.616 -3.146
H22 -1.153 2.661 -3.220
H23 -2.198 2.735 -5.533
H24 -2.865 0.570 -6.646
C13 1.490 0.085 2.450
O1 1.901 0.924 1.468
C14 1.966 -1.423 2.518
H25 1.923 -1.668 3.559
H26 2.953 -1.599 2.079
H27 1.197 -2.063 2.035
C15 2.023 0.611 3.859
H28 1.472 0.078 4.708
H29 2.024 1.611 4.127
H30 3.142 0.301 4.106
F1 -0.829 -2.006 3.689
B1 -0.998 -1.370 4.999
F2 0.026 -1.847 5.837
F3 -0.864 0.044 4.817
F4 -2.283 -1.681 5.458